# 1
A 2-piece molecular cluster, C8H10ClNO2 overall at a distorted geometry. Source: OMol25; level of theory: ωB97M-V/def2-TZVPD.

ΔE to the lowest compared entry with this formula, charge and spin = 4.423 eV
Molar mass = 187.63 g/mol
Strongest force on any atom = 3.89 eV Å⁻¹
E_LUMO = 0.5 eV
HOMO-LUMO gap = 8.8443 eV

```
! RIJCOSX wB97M-V def2-TZVPD def2/J DEFGRID3
* xyz 0 1
C -0.89 -1.20 1.55
C -0.98 0.21 2.08
C 0.07 -1.51 0.72
C -0.38 1.20 1.43
C 0.52 -0.93 -2.74
C 1.01 -0.51 0.19
C 0.56 0.94 0.26
C -0.10 1.48 -1.08
N -0.65 -1.47 -3.03
O 1.75 1.82 0.28
O -1.19 1.14 -1.47
Cl 1.23 -0.04 -4.04
H -1.47 -1.93 2.03
H -1.66 0.42 2.79
H 0.25 -2.55 0.50
H -0.55 2.31 1.50
H 2.00 -0.60 0.76
H 1.05 -0.68 -0.96
H 0.49 2.36 -1.51
H -1.05 -1.30 -3.98
H 2.50 1.23 0.70
H -1.12 -1.89 -2.23
*
```

# 2
C8H10CuO4S as an isolated structure at a distorted geometry. Source: OMol25; level of theory: ωB97M-V/def2-TZVPD.

Expectation value of S² = 0.75
ΔE to the lowest compared entry with this formula, charge and spin = 0.480 eV
Molar mass = 265.78 g/mol
Strongest force on any atom = 6.23 eV Å⁻¹
E_LUMO (alpha / beta) = -8.2 / -12.1 eV
HOMO-LUMO gap (alpha / beta) = 7.4070 / 3.2279 eV

```
! RIJCOSX wB97M-V def2-TZVPD def2/J DEFGRID3
* xyz 2 2
Cu 0.07 -0.11 0.15
C 0.13 0.92 1.68
O 0.20 1.43 2.70
C 0.13 -1.76 0.97
O 0.20 -2.68 1.63
C 1.93 -0.01 -0.19
O 3.07 0.06 -0.28
C -1.95 -0.14 0.12
O -3.09 -0.07 0.24
C -0.42 -2.03 -4.81
H -1.38 -1.53 -4.97
H 0.48 -1.49 -5.13
C -0.34 -3.22 -4.18
H 0.63 -3.69 -3.98
H -1.24 -3.73 -3.82
C -0.14 2.30 -3.58
S -0.23 1.46 -1.97
C -1.07 2.77 -1.05
H 0.38 1.62 -4.27
H 0.41 3.23 -3.46
H -1.16 2.48 -3.92
H -1.05 2.56 0.03
H -0.54 3.71 -1.27
H -2.10 2.81 -1.42
*
```